Record 1
110
Properties=species:S:1:pos:R:3 method="wB97M-V/def2-TZVPD" s_squared=6.0749 homo_lumo_gap_ha="0.17827 / 0.26327" homo_energy_ev="-5.73 / -8.36" energy_ev=-180572.6948 spin_multiplicity=5 de_lowest_kj_mol=0.0
Cr -1.55 0.65 0.44
O 1.56 4.93 5.81
N 1.56 4.83 4.58
O 2.21 5.60 3.85
C 0.77 3.82 3.99
C 0.06 2.98 4.87
C -0.75 1.96 4.41
C -1.51 1.07 5.23
C -2.27 0.08 4.66
C -2.33 -0.05 3.26
N -1.63 0.79 2.48
C -0.85 1.73 3.02
C -0.06 2.53 2.11
N -0.12 2.15 0.83
C 0.46 2.89 -0.11
C 1.14 4.05 0.22
C 1.28 4.42 1.55
C 0.69 3.63 2.57
H 0.16 3.16 5.93
H -1.47 1.18 6.30
H -2.84 -0.60 5.26
H -2.91 -0.81 2.77
H 0.36 2.56 -1.14
H 1.58 4.65 -0.56
H 1.82 5.30 1.82
C -7.72 -3.27 3.93
C -6.92 -2.61 2.84
C -6.93 -3.11 1.54
C -6.18 -2.50 0.54
C -5.41 -1.39 0.84
C -5.42 -0.87 2.13
C -6.16 -1.48 3.12
S -4.47 -0.58 -0.42
O -4.74 0.82 -0.29
O -4.76 -1.26 -1.66
N -2.91 -0.80 -0.01
C -2.40 -2.09 -0.02
C -3.02 -3.26 -0.41
C -2.37 -4.50 -0.29
C -1.10 -4.61 0.23
C -0.42 -3.44 0.63
C 0.86 -3.43 1.21
C 1.44 -2.25 1.60
C 0.74 -1.05 1.38
N -0.45 -1.04 0.81
C -1.07 -2.20 0.47
H -8.42 -4.00 3.52
H -8.28 -2.54 4.50
H -7.06 -3.80 4.62
H -7.53 -3.98 1.31
H -6.21 -2.87 -0.47
H -4.86 0.04 2.34
H -6.17 -1.06 4.11
H -4.01 -3.24 -0.85
H -2.90 -5.38 -0.61
H -0.62 -5.57 0.33
H 1.38 -4.37 1.35
H 2.42 -2.21 2.06
H 1.18 -0.10 1.65
C 4.84 0.38 2.97
C 5.00 -0.73 2.16
C 4.37 -0.80 0.93
C 3.58 0.25 0.47
C 3.43 1.37 1.30
C 4.06 1.44 2.53
As 2.50 0.17 -1.16
C 3.03 -1.55 -1.88
C 4.33 -1.86 -2.27
C 4.63 -3.11 -2.78
C 3.63 -4.06 -2.93
C 2.33 -3.76 -2.56
C 2.03 -2.51 -2.04
C 3.49 1.35 -2.35
C 4.11 2.50 -1.90
C 4.69 3.39 -2.81
C 4.65 3.12 -4.17
C 4.03 1.97 -4.62
C 3.45 1.09 -3.72
H 5.33 0.43 3.93
H 5.61 -1.56 2.49
H 4.49 -1.69 0.32
H 2.81 2.19 0.98
H 3.92 2.32 3.15
H 5.11 -1.11 -2.17
H 5.65 -3.34 -3.08
H 3.87 -5.03 -3.33
H 1.54 -4.49 -2.68
H 1.01 -2.27 -1.77
H 4.17 2.72 -0.84
H 5.18 4.28 -2.44
H 5.09 3.81 -4.87
H 3.99 1.76 -5.68
H 2.97 0.19 -4.09
O -2.53 3.72 -1.78
C -2.05 2.61 -1.87
O -2.09 1.72 -0.91
C -1.32 2.12 -3.09
C -1.12 3.02 -4.13
C -0.39 2.67 -5.27
C 0.11 1.39 -5.30
O 0.84 0.79 -6.29
C 1.10 -0.54 -5.85
O 0.50 -0.71 -4.57
C -0.09 0.49 -4.27
C -0.81 0.82 -3.15
H -1.53 4.01 -4.03
H -0.23 3.36 -6.08
H 2.18 -0.68 -5.77
H 0.64 -1.24 -6.56
H -0.99 0.09 -2.37

---

Record 2
27
Properties=species:S:1:pos:R:3 method="wB97M-V/def2-TZVPD" homo_lumo_gap_ha="0.28601 / 0.28603" homo_energy_ev="-12.24 / -12.24" energy_ev=-23381.6505 spin_multiplicity=1 de_lowest_kj_mol=289.0 charge=+1
C 0.04 0.71 0.11
C 2.11 1.57 1.42
C 1.62 -1.00 -0.29
C 0.80 1.71 0.55
C -0.79 -1.41 0.27
C -1.70 -0.54 -0.46
C 2.78 -1.58 0.52
C -3.09 -0.98 -0.85
C -1.70 1.77 -1.10
N 0.45 -0.61 0.49
N -1.18 0.64 -0.42
S 1.57 -0.86 -1.94
H 1.82 0.89 2.15
H 2.80 0.83 0.99
H 0.33 2.69 0.65
H -1.13 -1.91 1.18
H -0.55 -2.45 -0.24
H 2.39 -1.92 1.46
H 3.16 -2.48 0.07
H 3.62 -0.99 0.74
H -3.07 -2.03 -0.65
H -3.36 -0.51 -1.79
H -3.79 -0.41 -0.13
H -1.44 1.65 -2.21
H -2.89 1.80 -1.26
H -1.31 2.77 -0.86
H 2.50 2.66 1.62

---

Record 3
16
Properties=species:S:1:pos:R:3 method="wB97M-V/def2-TZVPD" homo_lumo_gap_ha=0.29882 homo_energy_ev=-4.03 energy_ev=-9868.6068 spin_multiplicity=1 de_lowest_kj_mol=112.3 charge=-1
C -0.47 -1.96 1.54
N -0.63 -1.41 0.12
C -0.79 0.08 0.11
O 0.33 0.74 -0.01
H -0.26 -3.01 1.38
H -1.47 -1.97 2.05
H 0.36 -1.40 2.03
H -0.02 -1.86 -0.48
H -1.42 0.32 0.92
H -1.52 0.36 -0.72
H 2.47 1.97 -1.19
H 1.96 0.72 -0.46
O 2.77 1.24 -0.73
H 0.10 1.58 -1.06
H -1.08 2.50 -1.56
O -0.35 2.12 -1.95

---

Record 4
87
Properties=species:S:1:pos:R:3 method="wB97M-V/def2-TZVPD" s_squared=0.7539 homo_lumo_gap_ha="0.26707 / 0.32246" homo_energy_ev="-7.77 / -9.51" energy_ev=-157661.2833 spin_multiplicity=2 de_lowest_kj_mol=13.8
Sc -0.87 -0.18 0.39
O -3.55 -2.42 -1.35
C -2.71 -1.54 -1.37
N -2.69 -0.35 -0.68
C -3.81 0.26 -0.19
O -4.97 0.03 -0.43
C -3.43 1.45 0.67
C -4.41 2.19 1.32
C -4.02 3.28 2.07
C -2.68 3.60 2.16
C -1.76 2.80 1.50
N -2.12 1.74 0.77
C -1.44 -1.69 -2.18
C -1.38 -2.63 -3.19
C -0.23 -2.68 -3.96
C 0.80 -1.80 -3.68
C 0.66 -0.92 -2.62
N -0.44 -0.85 -1.88
H -5.44 1.88 1.20
H -4.76 3.87 2.59
H -2.33 4.45 2.73
H -0.69 3.00 1.55
H -2.23 -3.28 -3.34
H -0.14 -3.40 -4.77
H 1.72 -1.81 -4.25
H 1.46 -0.25 -2.37
F 0.80 -3.52 -0.90
B 0.51 -3.42 0.43
F -0.05 -1.98 0.62
F -0.54 -4.24 0.81
F 1.59 -3.48 1.26
O -1.78 -7.32 1.82
C -3.02 -6.64 1.78
N -2.85 -5.23 2.04
C -3.64 -4.55 2.91
O -4.54 -5.04 3.56
C -3.31 -3.09 3.04
C -3.57 -2.43 4.23
C -3.22 -1.09 4.35
C -2.61 -0.47 3.27
N -2.39 -1.09 2.11
C -2.75 -2.37 2.00
H -1.20 -6.96 1.14
H -3.64 -7.05 2.58
H -3.52 -6.79 0.82
H -2.05 -4.77 1.64
H -4.04 -2.98 5.04
H -3.39 -0.55 5.26
H -2.28 0.56 3.34
H -2.58 -2.83 1.03
O -0.03 0.25 2.30
S 1.31 0.85 1.81
N 1.01 1.06 0.25
C 5.14 -1.59 -2.24
C 4.49 -1.69 -1.02
C 3.73 -0.63 -0.55
C 3.59 0.53 -1.31
C 4.24 0.62 -2.54
C 5.02 -0.43 -3.00
Ge 2.39 1.93 -0.70
C 3.28 3.14 0.53
C 4.51 2.81 1.09
C 5.09 3.64 2.04
C 4.45 4.81 2.43
C 3.22 5.15 1.87
C 2.64 4.32 0.93
C 1.49 2.90 -2.11
C 2.05 4.06 -2.65
C 1.40 4.76 -3.66
C 0.18 4.31 -4.13
C -0.40 3.16 -3.60
C 0.25 2.47 -2.59
H 5.73 -2.42 -2.61
H 4.57 -2.59 -0.43
H 3.20 -0.74 0.39
H 4.13 1.51 -3.15
H 5.52 -0.36 -3.96
H 5.01 1.90 0.79
H 6.05 3.38 2.47
H 4.90 5.45 3.18
H 2.73 6.06 2.18
H 1.69 4.60 0.48
H 3.01 4.42 -2.28
H 1.85 5.65 -4.07
H -0.33 4.85 -4.92
H -1.36 2.81 -3.96
H -0.21 1.58 -2.17

---

Record 5
35
Properties=species:S:1:pos:R:3 method="wB97M-V/def2-TZVPD" homo_lumo_gap_ha=0.25847 homo_energy_ev=-3.96 energy_ev=-23830.2435 spin_multiplicity=1 de_lowest_kj_mol=29.9 charge=-1
I 0.34 3.30 1.31
C -1.18 2.34 -2.83
C -2.36 1.81 -2.00
C -2.08 0.43 -1.45
O -3.25 -0.05 -0.80
C -3.32 -1.45 -0.77
N -2.65 2.70 -0.84
H -1.29 3.42 -2.91
H -1.21 1.92 -3.84
H -0.21 2.16 -2.34
H -3.23 1.79 -2.66
H -1.28 0.48 -0.71
H -1.77 -0.24 -2.27
H -3.11 -1.89 -1.75
H -4.32 -1.77 -0.48
H -2.59 -1.91 -0.10
H -2.88 3.60 -1.27
H -1.72 2.93 -0.46
C 0.99 -2.01 0.45
C 1.36 -1.19 1.68
C 2.63 -0.35 1.40
O 3.72 -1.16 0.98
C 4.53 -1.65 2.02
N 0.23 -0.32 2.09
H 0.52 -1.39 -0.31
H 0.32 -2.84 0.68
H 1.89 -2.48 0.04
H 1.59 -1.87 2.51
H 2.88 0.20 2.32
H 2.46 0.39 0.63
H 5.44 -2.04 1.57
H 4.02 -2.43 2.60
H 4.78 -0.86 2.74
H 0.39 -0.14 3.08
H 0.40 0.61 1.68

---

Record 6
38
Properties=species:S:1:pos:R:3 method="wB97M-V/def2-TZVPD" homo_lumo_gap_ha=0.34832 homo_energy_ev=-8.83 energy_ev=-22124.2329 spin_multiplicity=1 de_lowest_kj_mol=1070.5
O -0.99 -1.25 -1.76
C 0.05 -0.86 -1.57
N 0.54 -0.22 -0.44
H 1.42 0.18 -0.58
C -0.50 -0.01 0.47
C -0.51 1.64 0.58
H -0.18 2.23 -0.42
C -1.96 1.88 0.95
C -2.68 1.09 1.99
H -3.77 1.58 2.04
H -2.54 0.09 1.77
C -2.06 1.14 3.41
H -3.06 0.74 4.01
C -0.68 0.71 3.76
C -0.55 -0.77 3.02
H -1.37 -1.06 2.73
H -0.07 -1.18 3.67
C 0.37 -0.51 1.69
H 1.30 -0.13 2.13
H 0.71 -1.53 1.47
H 0.00 1.31 3.37
H -0.47 0.66 4.72
H -2.02 2.36 3.79
H -1.81 3.18 1.18
H -2.46 1.62 0.12
H 0.14 1.98 1.54
H -1.39 -0.36 0.21
C 1.25 -1.16 -2.65
C 0.76 -1.05 -4.18
C 1.57 -1.23 -5.13
C 3.00 -1.54 -4.77
C 3.35 -1.56 -3.57
C 2.53 -1.23 -2.46
H 2.77 -1.25 -1.57
H 4.43 -1.56 -3.41
F 3.97 -1.65 -5.70
H 1.18 -1.50 -6.12
H -0.23 -0.80 -4.28

---

Record 7
12
Properties=species:S:1:pos:R:3 method="wB97M-V/def2-TZVPD" smiles=CO.CO homo_lumo_gap_ha=0.39499 homo_energy_ev=-9.98 energy_ev=-6296.9727 spin_multiplicity=1 de_lowest_kj_mol=138.7
C -0.38 -2.05 -1.21
O 0.17 -1.43 -0.04
H 1.04 -1.74 0.22
H -0.29 -1.44 -2.09
H 0.03 -3.06 -1.28
H -1.45 -2.17 -0.98
C -0.22 1.41 0.20
O 0.45 2.27 1.10
H 0.60 2.02 2.01
H -1.04 2.00 -0.22
H -0.82 0.55 0.56
H 0.57 0.90 -0.33